Entry from the OMol25 dataset: a cluster of 2 separate species, C3H7O in total at a distorted geometry (the ωB97M-V functional and the def2-TZVPD basis).

The geometry in XYZ format:
```
11
Properties=species:S:1:pos:R:3:forces:R:3:mulliken_charge:R:1
C -1.693 0.638 -0.621 -0.58 0.57 0.64 0.11
O -2.688 1.372 -0.883 -0.36 -0.11 0.06 -0.73
C -1.606 -0.562 0.053 1.03 -0.87 0.17 -0.86
C 1.916 -0.033 0.311 0.56 -1.01 0.39 -0.94
H -0.728 1.138 -0.870 0.37 -0.65 -0.31 0.22
H -2.280 -1.150 0.667 -0.95 0.56 -0.44 0.21
H -0.663 -1.102 0.053 0.23 0.36 -0.17 0.09
H 2.080 1.014 0.540 -0.09 0.08 -0.15 0.23
H 0.937 -0.382 0.637 -0.02 0.42 -0.16 0.10
H 2.074 -0.284 -0.736 -0.24 0.37 -0.13 0.24
H 2.651 -0.648 0.849 0.04 0.27 0.10 0.33
```
Positions in Å, forces in eV/Å.

The total charge is -1. The energy above the lowest of the compared OMol25 structures with the same formula, charge and spin is 39.6 kJ/mol. The calculation puts the frontier orbital gap at 6.1 eV. The multiplicity is 1. The value obtained for the HOMO energy is -2.01 eV. Its largest force on an atom is 1.36 eV/A.



Entry from the OMol25 dataset: the molecule C7H7F2N at a distorted geometry (the ωB97M-V functional and the def2-TZVPD basis).

The geometry in XYZ format:
```
17
Properties=species:S:1:pos:R:3:forces:R:3:mulliken_charge:R:1
C 0.627 -0.151 0.090 -3.45 -1.42 -0.22 -0.78
C -0.648 -0.707 -0.006 3.70 -0.74 0.10 1.14
C 0.513 1.244 0.054 -0.06 4.32 -0.72 0.21
C -1.593 0.331 0.004 -1.54 2.54 -0.15 -0.34
C 1.316 2.343 -0.134 -2.61 -0.01 0.93 -0.96
C -2.924 0.406 -0.037 -0.54 -1.95 0.16 0.36
C -0.860 -2.172 -0.020 -0.11 -0.24 0.89 -1.24
N -0.870 1.529 0.039 -0.27 0.36 0.27 -0.14
F -3.600 1.538 0.038 -0.04 -0.09 -0.08 -0.25
F -3.754 -0.677 -0.054 0.69 1.15 -0.02 -0.26
H 1.468 -0.747 0.172 1.66 -0.73 0.01 0.52
H 0.686 3.307 -0.136 1.65 -1.33 -0.18 0.19
H 2.356 2.356 0.029 0.99 0.04 -0.13 0.33
H -1.878 -2.332 0.366 0.51 -0.69 -0.11 0.32
H -0.058 -2.633 0.591 -0.79 0.15 0.15 0.34
H -0.701 -2.662 -0.970 -0.45 0.22 -0.61 0.27
H -1.278 2.471 0.219 0.67 -1.58 -0.30 0.27
```
Positions in Å, forces in eV/Å.

The energy above the lowest of the compared OMol25 structures with the same formula, charge and spin is 50.0 kJ/mol. As for the SMILES: C=c1cc(C)c(=C(F)F)[nH]1. The calculation puts the frontier orbital gap at 7.3 eV. The multiplicity is 1. The value obtained for the HOMO energy is -7.22 eV. Its largest force on an atom is 4.38 eV/A.



Entry from the OMol25 dataset: a structure of composition C6H12N2PSSm at a distorted geometry (the ωB97M-V functional and the def2-TZVPD basis).

The geometry in XYZ format:
```
23
Properties=species:S:1:pos:R:3:forces:R:3:mulliken_charge:R:1
C 1.301 -2.091 -1.496 -0.87 0.31 -0.22 -0.38
C 1.360 -3.178 -0.585 -0.49 1.29 0.86 -0.76
C 0.009 -3.510 -0.248 0.24 -1.05 -1.82 -0.41
C -0.844 -2.944 -1.256 1.11 1.63 1.16 -0.73
C -0.072 -1.925 -1.901 0.44 -0.63 0.34 -0.39
Sm 0.215 1.429 0.629 1.43 -2.93 -0.07 0.81
P 1.736 2.076 -1.916 0.36 0.46 -0.71 -0.17
H 2.124 -1.473 -1.858 -0.01 -0.40 -0.08 0.39
H 2.300 -3.572 -0.188 -0.54 0.13 0.21 0.35
H -0.301 -4.223 0.512 0.11 -0.17 -0.32 0.39
H -0.438 -1.172 -2.593 0.04 -0.29 -0.19 0.38
H -1.895 -3.122 -1.451 0.02 0.05 0.39 0.37
H 1.395 2.378 -3.278 -0.15 0.08 0.77 0.13
H 3.130 1.943 -2.225 -0.52 0.11 0.52 0.13
H 1.720 3.409 -1.330 0.35 -0.44 -0.74 0.08
N -1.120 2.931 1.678 -1.59 2.52 0.24 -0.46
C -1.611 1.654 2.100 -0.21 0.92 -0.54 0.04
N -1.203 1.323 3.375 0.87 0.24 1.65 -0.43
S -2.146 0.548 0.962 -0.91 -0.64 -0.88 -0.34
H -1.044 3.695 2.368 -0.11 -0.64 -0.45 0.24
H -1.681 3.278 0.884 0.10 -0.05 0.81 0.31
H -1.616 0.470 3.744 0.21 0.14 -0.36 0.25
H -1.319 2.075 4.073 0.13 -0.63 -0.55 0.20
```
Positions in Å, forces in eV/Å.

The calculation puts the frontier orbital gap (spin up / spin down) at 4.0 / 4.1 eV. The multiplicity is 6. The value obtained for the HOMO energy (spin up / spin down) is -5.24 / -5.26 eV. Its largest force on an atom is 3.26 eV/A.



Entry from the OMol25 dataset: a cluster of 7 separate species, C49H49BrClF11N5O4S in total at a distorted geometry (the ωB97M-V functional and the def2-TZVPD basis).

The geometry in XYZ format:
```
121
Properties=species:S:1:pos:R:3:forces:R:3:mulliken_charge:R:1
C 2.295 -1.359 2.278 0.10 0.15 -0.02 -1.31
C 2.419 0.085 1.768 -0.34 0.31 0.14 -0.20
C 2.086 0.200 0.304 0.78 0.02 -0.01 0.61
O 2.822 -0.171 -0.563 -0.17 -0.16 -0.22 -0.56
O 0.871 0.774 -0.001 -0.42 -0.15 0.55 -0.29
C -0.120 -0.194 -0.333 -0.17 -0.33 -0.38 -0.54
C -0.272 -0.295 -1.863 0.18 0.61 0.27 0.11
N 0.050 -1.633 -2.407 -0.23 0.32 0.14 -0.21
Br 1.657 -1.732 -3.290 -0.01 -0.11 -0.05 0.18
C -0.856 -2.574 -2.215 0.79 -0.48 -0.60 0.47
N -1.996 -2.302 -1.599 -0.42 -0.20 0.14 -0.36
C -2.718 -3.421 -1.596 0.60 0.82 -0.13 0.38
C -4.082 -3.472 -1.004 -0.38 0.60 0.06 -0.42
N -4.695 -2.132 -1.041 -0.05 -0.42 -0.32 -0.66
N -2.081 -4.427 -2.176 -0.53 -0.36 0.30 0.37
C -2.688 -5.764 -2.314 -0.04 -0.61 0.18 -1.78
C -2.818 -6.526 -0.966 -0.29 -0.08 -0.43 0.84
C -1.897 -7.718 -0.822 -0.19 -0.16 0.64 -1.32
Cl -4.523 -7.140 -0.916 0.08 0.12 0.04 -0.19
N -0.818 -3.941 -2.585 -0.44 0.44 0.33 -0.02
S 0.202 -5.069 -3.315 1.87 -1.98 -0.28 0.84
O 0.069 -6.285 -2.586 -0.75 0.48 0.03 -0.56
O 1.531 -4.636 -3.557 -0.71 0.84 0.09 -0.60
C -0.615 -5.337 -4.983 0.15 0.82 -0.30 0.68
F -0.806 -6.631 -5.143 -0.10 -0.16 0.10 -0.22
F -1.792 -4.680 -5.000 0.03 -0.18 0.09 -0.26
C 0.250 -4.775 -6.159 -0.65 -0.17 -0.40 0.68
F 1.324 -5.507 -6.356 0.20 0.03 0.18 -0.21
F 0.562 -3.507 -5.931 0.09 0.05 0.07 -0.17
F -0.518 -4.830 -7.252 0.14 -0.02 0.14 -0.24
H 1.257 -1.636 2.464 0.01 -0.06 -0.01 0.32
H 2.744 -2.063 1.577 -0.03 0.03 -0.05 0.31
H 2.853 -1.441 3.209 -0.16 -0.07 0.08 0.39
H 3.444 0.414 1.925 0.04 0.08 -0.24 0.38
H 1.761 0.764 2.312 0.07 -0.10 0.16 0.19
H -1.069 0.078 0.127 0.11 0.27 0.01 0.36
H 0.148 -1.174 0.077 0.03 0.01 -0.02 0.39
H -1.258 0.018 -2.200 -0.10 -0.28 0.02 0.34
H 0.435 0.417 -2.280 0.06 -0.20 -0.15 -0.28
H -3.952 -3.737 0.050 -0.07 -0.23 -0.04 0.19
H -4.708 -4.225 -1.484 0.24 -0.27 0.02 0.47
H -5.695 -2.267 -0.919 0.07 0.14 0.24 0.27
H -4.608 -1.741 -1.976 0.11 0.05 0.09 0.25
H -2.160 -6.405 -3.011 0.14 0.26 -0.03 0.52
H -3.682 -5.615 -2.728 0.03 0.24 -0.05 0.76
H -2.744 -5.837 -0.127 0.11 -0.02 0.02 0.21
H -0.864 -7.426 -0.649 0.03 0.07 -0.24 0.32
H -1.988 -8.390 -1.673 0.15 0.12 -0.13 0.40
H -2.212 -8.291 0.051 0.03 0.03 -0.01 0.24
F 1.131 1.996 -3.632 -0.03 0.00 -0.02 -0.35
C 2.356 2.544 -3.852 0.23 0.11 -0.03 0.25
C 2.548 3.879 -3.574 -0.16 0.08 0.11 -0.16
C 3.800 4.432 -3.803 0.05 -0.10 -0.03 -0.51
C 4.828 3.649 -4.310 0.02 0.03 0.01 -0.71
C 4.607 2.307 -4.585 -0.03 0.10 0.04 -0.55
C 3.361 1.744 -4.351 -0.04 -0.19 -0.04 -0.18
H 1.730 4.474 -3.190 -0.01 -0.02 -0.01 0.52
H 3.969 5.478 -3.589 -0.02 0.02 -0.02 0.52
H 5.800 4.086 -4.492 0.00 0.00 -0.01 0.42
H 5.406 1.695 -4.982 0.00 -0.01 0.00 0.41
H 3.169 0.699 -4.552 -0.02 0.04 -0.03 0.31
F 2.156 3.488 3.698 -0.01 -0.03 0.02 -0.47
C 2.851 3.951 2.637 0.10 -0.03 -0.20 0.07
C 2.159 4.381 1.522 -0.19 -0.04 -0.01 -0.18
C 2.878 4.855 0.434 0.09 -0.02 0.05 -0.39
C 4.265 4.888 0.471 0.01 0.02 -0.03 -0.65
C 4.938 4.446 1.602 -0.07 0.03 -0.05 -0.43
C 4.230 3.975 2.698 0.07 -0.09 0.15 -0.29
H 1.078 4.344 1.513 0.01 0.02 0.03 0.48
H 2.350 5.203 -0.445 -0.01 -0.01 0.00 0.46
H 4.821 5.258 -0.380 0.00 -0.01 0.00 0.48
H 6.019 4.468 1.634 0.00 0.01 0.02 0.44
H 4.734 3.634 3.593 -0.02 0.00 0.00 0.48
F 2.079 10.671 4.546 0.00 0.02 -0.01 -0.32
C 2.072 9.340 4.756 -0.01 -0.14 0.02 0.42
C 1.426 8.842 5.870 -0.06 0.07 0.09 -0.80
C 1.420 7.471 6.079 0.14 0.03 -0.12 0.08
C 2.059 6.623 5.184 0.00 -0.05 0.02 -0.51
C 2.705 7.148 4.072 -0.06 0.08 0.09 0.14
C 2.712 8.518 3.850 0.06 0.03 -0.11 -0.77
H 0.938 9.521 6.556 0.00 0.01 -0.02 0.44
H 0.912 7.066 6.941 -0.03 0.03 0.04 0.18
H 2.052 5.554 5.351 -0.01 -0.01 -0.01 0.42
H 3.208 6.494 3.375 0.02 0.01 -0.04 0.25
H 3.204 8.949 2.988 0.00 0.02 0.02 0.44
F -2.497 -10.500 0.998 0.02 0.01 -0.03 -0.34
C -3.243 -10.301 2.110 -0.11 0.01 0.16 0.37
C -4.516 -9.785 1.973 -0.06 0.05 -0.13 -0.22
C -5.279 -9.587 3.115 0.08 -0.02 0.07 -0.40
C -4.761 -9.897 4.365 -0.02 0.01 0.02 -0.52
C -3.476 -10.412 4.474 -0.07 0.04 -0.05 -0.31
C -2.706 -10.621 3.339 0.14 -0.04 0.01 -0.55
H -4.899 -9.548 0.989 0.02 -0.04 -0.01 0.43
H -6.282 -9.191 3.027 0.00 0.00 -0.01 0.37
H -5.359 -9.740 5.252 0.00 -0.01 0.00 0.38
H -3.071 -10.654 5.447 0.01 -0.02 0.00 0.36
H -1.706 -11.030 3.401 -0.01 0.00 -0.02 0.42
F 1.762 4.810 -6.708 0.03 0.01 0.03 -0.27
C 0.872 4.136 -7.462 -0.10 -0.08 -0.10 0.36
C -0.059 3.332 -6.836 -0.02 -0.04 0.18 -0.27
C -0.979 2.645 -7.615 0.06 0.03 -0.10 -0.47
C -0.952 2.764 -8.998 -0.03 -0.03 -0.01 -0.51
C -0.003 3.577 -9.604 -0.03 -0.03 0.07 -0.33
C 0.917 4.273 -8.835 0.08 0.07 -0.07 -0.50
H -0.059 3.249 -5.757 0.02 0.03 -0.01 0.46
H -1.721 2.017 -7.140 0.00 0.00 0.01 0.36
H -1.671 2.227 -9.602 0.00 0.01 0.00 0.38
H 0.021 3.670 -10.682 0.00 0.02 0.00 0.36
H 1.659 4.918 -9.287 0.01 0.00 0.02 0.42
F -1.437 6.132 6.668 -0.01 -0.04 0.01 -0.29
C -1.655 5.443 7.807 -0.05 -0.08 0.12 0.49
C -0.576 4.926 8.498 0.11 0.02 -0.06 -0.21
C -0.811 4.224 9.671 -0.09 0.01 -0.01 -0.45
C -2.108 4.043 10.132 0.00 -0.03 0.03 -0.50
C -3.176 4.569 9.417 0.08 -0.01 0.01 -0.34
C -2.953 5.279 8.246 -0.11 0.05 -0.05 -0.52
H 0.427 5.070 8.120 -0.01 0.01 -0.01 0.35
H 0.023 3.818 10.228 0.01 0.00 -0.01 0.36
H -2.286 3.494 11.046 0.00 0.01 0.00 0.37
H -4.188 4.429 9.773 -0.01 0.02 0.00 0.36
H -3.770 5.704 7.678 0.02 0.00 -0.02 0.42
```
Positions in Å, forces in eV/Å.

The total charge is +1. The calculation puts the frontier orbital gap at 6.7 eV. The multiplicity is 1. The value obtained for the HOMO energy is -10.14 eV. Its largest force on an atom is 2.73 eV/A.